Computed, not measured: a cluster of 7 separate species, C21H36Cl4O15 in total, with ωB97M-V/def2-TZVPD.

Structure (XYZ):
```
76
Properties=species:S:1:pos:R:3
C 4.803 -5.478 14.306
C 4.898 -6.172 12.946
O 5.596 -7.378 13.003
C 4.944 -8.594 13.048
O 3.784 -8.800 12.699
O 5.805 -9.604 13.504
C 5.490 -10.883 13.120
H 4.382 -4.491 14.114
H 5.824 -5.347 14.665
H 4.165 -5.966 15.043
H 5.501 -5.593 12.246
H 3.926 -6.280 12.466
H 6.319 -11.017 12.425
H 4.497 -10.993 12.686
H 5.536 -11.485 14.027
C -4.377 -5.220 9.388
C -5.104 -3.962 9.720
O -6.445 -4.128 10.023
C -7.386 -4.339 8.981
O -7.238 -4.303 7.747
O -8.518 -4.362 9.589
C -9.729 -4.452 8.895
H -4.939 -6.002 8.878
H -3.780 -5.697 10.165
H -3.680 -4.931 8.602
H -5.176 -3.370 8.808
H -4.491 -3.371 10.400
H -10.383 -5.175 9.382
H -9.582 -4.899 7.911
H -10.272 -3.510 8.965
O -2.634 -14.128 13.819
C -2.161 -13.017 13.565
O -0.883 -12.650 13.780
C -0.552 -11.518 13.046
C -1.988 -10.917 12.752
O -2.735 -12.093 12.732
H -0.031 -10.820 13.701
H 0.095 -11.791 12.211
H -2.017 -10.598 11.710
H -2.334 -10.304 13.584
O -5.589 -12.983 4.194
C -5.423 -13.657 5.207
O -5.732 -14.936 5.319
C -5.437 -15.428 6.602
C -4.493 -14.353 7.128
O -4.835 -13.220 6.357
H -6.373 -15.437 7.160
H -5.005 -16.416 6.443
H -3.418 -14.512 7.044
H -4.691 -14.200 8.189
O -2.546 -6.261 15.935
C -2.228 -6.451 17.132
O -0.971 -6.536 17.583
C -1.007 -6.925 18.873
C -2.487 -6.903 19.243
O -3.124 -6.732 18.072
H -0.763 -7.988 18.861
H -0.542 -6.211 19.554
H -2.750 -6.229 20.058
H -2.636 -7.916 19.616
Cl -1.496 -12.220 18.371
C -0.683 -13.745 18.696
C 0.765 -13.553 19.182
Cl 1.774 -12.771 18.016
H -0.922 -14.347 17.820
H -1.303 -14.370 19.340
H 1.302 -14.489 19.339
H 0.836 -12.936 20.078
Cl -8.843 -6.559 15.040
C -7.374 -7.103 14.148
C -7.677 -8.124 13.038
Cl -8.765 -9.434 13.450
H -6.603 -7.577 14.756
H -6.814 -6.205 13.889
H -6.706 -8.582 12.849
H -7.965 -7.688 12.082
```

- Structure (SMILES): CCOC(=O)OC.CCOC(=O)OC.O=C1OCCO1.O=C1OCCO1.O=C1OCCO1.ClCCCl.ClCCCl
- LUMO: 0.093 eV
- HOMO-LUMO gap: 10.56 eV


Computed, not measured: a cluster of 11 separate species, C99H209N11O11 in total, with ωB97M-V/def2-TZVPD.

Structure (XYZ):
```
330
Properties=species:S:1:pos:R:3
C 3.399 8.123 3.261
C 3.458 7.806 1.692
C 4.946 8.013 1.140
C 3.089 6.288 1.644
C 1.630 5.802 1.423
C 0.859 6.704 0.440
C 1.070 8.212 0.714
C 0.484 8.980 -0.564
C 0.299 8.688 1.946
N 2.491 8.584 0.829
O 2.758 9.960 0.823
H 3.328 9.205 3.372
H 2.499 7.714 3.721
H 4.184 7.584 3.790
H 5.323 9.017 1.336
H 5.598 7.233 1.534
H 4.878 7.951 0.053
H 3.778 5.779 0.969
H 3.413 5.818 2.573
H 1.717 4.778 1.060
H 1.172 5.679 2.404
H -0.201 6.455 0.394
H 1.268 6.356 -0.509
H 0.278 10.026 -0.336
H -0.477 8.567 -0.871
H 1.110 8.981 -1.456
H 0.445 9.766 2.017
H 0.803 8.489 2.892
H -0.765 8.466 2.016
H 2.558 10.206 1.729
C 2.544 0.166 -7.472
C 2.521 -1.068 -6.585
C 1.263 -2.017 -6.982
C 3.820 -1.867 -6.908
C 4.393 -2.765 -5.818
C 4.265 -2.031 -4.421
C 2.871 -1.454 -4.079
C 1.807 -2.591 -3.875
C 2.993 -0.755 -2.631
N 2.529 -0.502 -5.161
O 1.304 0.122 -4.950
H 2.858 -0.061 -8.491
H 1.517 0.522 -7.555
H 3.137 1.015 -7.133
H 0.396 -1.691 -6.407
H 0.968 -1.922 -8.027
H 1.429 -3.051 -6.681
H 3.509 -2.566 -7.683
H 4.534 -1.337 -7.538
H 3.815 -3.689 -5.801
H 5.446 -3.044 -5.779
H 4.933 -1.187 -4.249
H 4.553 -2.759 -3.662
H 0.794 -2.219 -3.719
H 2.182 -3.152 -3.019
H 1.812 -3.337 -4.669
H 2.144 -0.071 -2.616
H 3.882 -0.131 -2.543
H 3.021 -1.404 -1.755
H 1.492 0.884 -4.397
C 5.774 2.657 1.018
C 5.842 1.403 1.897
C 6.547 0.305 1.172
C 6.708 1.878 3.109
C 5.942 2.780 4.225
C 4.648 2.095 4.566
C 3.725 1.674 3.385
C 2.641 0.858 4.116
C 3.009 2.880 2.748
N 4.556 0.843 2.427
O 3.792 0.295 1.367
H 5.614 3.572 1.588
H 6.612 2.915 0.370
H 4.897 2.555 0.378
H 7.605 0.527 1.033
H 6.530 -0.502 1.905
H 5.997 0.022 0.275
H 6.892 0.986 3.708
H 7.603 2.355 2.708
H 6.498 2.955 5.146
H 5.793 3.763 3.778
H 4.082 2.822 5.149
H 4.970 1.243 5.164
H 3.023 -0.130 4.371
H 1.761 0.590 3.531
H 2.383 1.326 5.066
H 2.487 2.556 1.848
H 3.580 3.778 2.510
H 2.131 3.197 3.311
H 4.385 -0.402 1.078
C -0.409 -7.309 3.366
C -0.454 -8.175 2.063
C 0.062 -9.616 2.371
C -1.967 -8.242 1.733
C -2.504 -7.002 1.061
C -1.750 -6.658 -0.094
C -0.210 -6.492 0.133
C 0.471 -6.398 -1.256
C 0.002 -5.059 0.693
N 0.347 -7.637 0.935
O 1.689 -7.571 1.248
H 0.598 -7.182 3.763
H -0.822 -6.313 3.206
H -0.864 -7.849 4.196
H -0.405 -10.266 3.112
H -0.003 -10.030 1.365
H 1.144 -9.623 2.506
H -2.218 -9.014 1.005
H -2.544 -8.678 2.547
H -3.530 -7.168 0.731
H -2.683 -6.236 1.816
H -2.198 -5.732 -0.452
H -1.951 -7.503 -0.753
H 0.704 -7.413 -1.578
H 1.424 -5.872 -1.192
H -0.157 -5.971 -2.038
H 1.052 -4.766 0.714
H -0.506 -4.773 1.614
H -0.477 -4.318 0.054
H 2.085 -8.070 0.530
C -2.176 -1.172 8.642
C -1.867 -2.684 8.180
C -0.657 -3.283 9.034
C -3.019 -3.522 8.710
C -4.270 -3.452 7.761
C -3.940 -3.689 6.235
C -2.681 -2.922 5.748
C -2.187 -3.681 4.495
C -3.201 -1.494 5.341
N -1.557 -2.936 6.764
O -0.357 -2.301 6.410
H -1.308 -0.525 8.515
H -2.992 -0.751 8.056
H -2.468 -1.150 9.691
H -0.692 -3.126 10.112
H -0.517 -4.339 8.801
H 0.261 -2.722 8.858
H -2.774 -4.568 8.894
H -3.253 -3.199 9.725
H -5.078 -4.100 8.103
H -4.725 -2.467 7.866
H -4.817 -3.347 5.686
H -3.996 -4.739 5.945
H -2.937 -3.807 3.715
H -1.772 -4.680 4.632
H -1.269 -3.185 4.179
H -3.754 -0.980 6.127
H -3.695 -1.481 4.370
H -2.275 -0.928 5.252
H 0.286 -3.013 6.380
C 4.015 -3.453 0.502
C 5.115 -4.450 -0.092
C 4.611 -5.960 0.015
C 5.362 -4.145 -1.573
C 6.585 -4.844 -2.134
C 7.848 -4.409 -1.389
C 7.706 -4.741 0.130
C 8.087 -6.223 0.265
C 8.757 -3.926 1.009
N 6.380 -4.327 0.655
O 6.261 -4.348 2.094
H 4.542 -2.521 0.707
H 3.286 -3.117 -0.235
H 3.427 -3.858 1.325
H 4.872 -6.637 -0.798
H 4.970 -6.532 0.870
H 3.528 -6.014 0.119
H 4.595 -4.571 -2.221
H 5.556 -3.083 -1.724
H 6.607 -5.933 -2.087
H 6.689 -4.661 -3.203
H 8.158 -3.366 -1.443
H 8.757 -4.819 -1.829
H 7.339 -6.868 -0.197
H 7.940 -6.373 1.334
H 9.094 -6.359 -0.131
H 8.932 -4.477 1.933
H 8.381 -2.942 1.288
H 9.657 -3.743 0.422
H 6.113 -5.244 2.407
C -5.265 -2.721 -7.534
C -3.824 -2.641 -7.038
C -2.914 -3.802 -7.499
C -3.196 -1.280 -7.575
C -3.622 -0.016 -6.804
C -3.295 -0.378 -5.328
C -3.943 -1.535 -4.673
C -3.226 -1.734 -3.336
C -5.420 -1.300 -4.290
N -3.906 -2.606 -5.575
O -4.146 -3.847 -4.972
H -5.913 -2.058 -6.961
H -5.491 -2.562 -8.589
H -5.753 -3.654 -7.255
H -1.922 -3.697 -7.059
H -3.210 -4.816 -7.230
H -2.620 -3.805 -8.549
H -2.110 -1.356 -7.629
H -3.589 -1.125 -8.580
H -3.248 0.958 -7.122
H -4.682 0.158 -6.987
H -3.559 0.505 -4.746
H -2.206 -0.369 -5.285
H -3.565 -0.918 -2.697
H -2.154 -1.882 -3.472
H -3.452 -2.646 -2.783
H -5.479 -0.277 -3.919
H -5.763 -2.068 -3.597
H -6.009 -1.293 -5.206
H -3.276 -4.185 -4.747
C -5.705 -4.837 -0.985
C -6.156 -3.725 0.021
C -5.101 -2.573 0.046
C -7.479 -3.306 -0.590
C -8.289 -2.499 0.352
C -8.565 -3.320 1.554
C -7.271 -3.839 2.309
C -6.605 -2.739 3.126
C -7.758 -4.850 3.316
N -6.399 -4.492 1.304
O -5.260 -5.119 1.800
H -6.323 -5.732 -0.907
H -5.615 -4.470 -2.007
H -4.745 -5.228 -0.647
H -4.766 -2.400 1.069
H -4.166 -2.875 -0.428
H -5.460 -1.644 -0.394
H -7.303 -2.655 -1.447
H -7.993 -4.198 -0.947
H -7.815 -1.565 0.654
H -9.217 -2.306 -0.186
H -9.025 -4.178 1.063
H -9.118 -2.766 2.312
H -7.243 -2.410 3.946
H -6.647 -1.847 2.502
H -5.637 -3.138 3.431
H -8.450 -4.521 4.091
H -6.853 -5.169 3.833
H -8.220 -5.645 2.730
H -5.518 -6.041 1.733
C -5.749 7.988 2.902
C -6.438 6.840 2.118
C -7.449 6.206 3.135
C -7.379 7.513 1.048
C -6.564 7.871 -0.255
C -5.616 6.758 -0.783
C -4.644 6.291 0.352
C -3.939 5.054 -0.264
C -3.540 7.369 0.657
N -5.501 5.828 1.486
O -4.847 5.066 2.454
H -4.914 7.635 3.507
H -5.499 8.829 2.255
H -6.454 8.425 3.609
H -8.097 6.956 3.589
H -8.211 5.525 2.759
H -6.983 5.614 3.923
H -8.119 6.738 0.851
H -7.806 8.345 1.608
H -7.365 8.085 -0.963
H -5.951 8.770 -0.212
H -5.162 7.066 -1.725
H -6.178 5.889 -1.125
H -3.163 4.700 0.415
H -3.461 5.292 -1.214
H -4.542 4.162 -0.433
H -2.725 7.202 -0.047
H -3.055 7.298 1.630
H -3.891 8.385 0.473
H -5.202 4.185 2.315
C 4.079 2.930 -4.447
C 3.760 3.739 -3.076
C 2.917 2.943 -2.093
C 5.088 3.991 -2.409
C 5.928 5.115 -2.985
C 5.230 6.438 -3.059
C 3.852 6.262 -3.798
C 3.097 7.563 -3.340
C 4.074 6.330 -5.314
N 3.116 5.064 -3.332
O 1.856 5.007 -3.933
H 4.459 1.917 -4.319
H 3.127 2.917 -4.978
H 4.816 3.428 -5.078
H 1.883 2.873 -2.431
H 3.239 1.914 -1.935
H 2.840 3.582 -1.213
H 4.804 4.249 -1.389
H 5.776 3.146 -2.382
H 6.841 5.425 -2.477
H 6.321 4.742 -3.931
H 5.864 7.122 -3.623
H 5.182 6.869 -2.059
H 2.065 7.598 -3.687
H 3.549 8.536 -3.532
H 2.882 7.521 -2.272
H 4.362 5.383 -5.770
H 4.787 7.119 -5.552
H 3.211 6.561 -5.940
H 1.243 5.104 -3.200
C -1.038 1.594 -1.568
C -0.953 1.756 -0.092
C -0.378 3.200 0.380
C -2.322 1.587 0.618
C -2.943 0.199 0.708
C -1.916 -0.674 1.427
C -0.551 -0.630 0.723
C 0.281 -1.386 1.718
C -0.539 -1.371 -0.628
N -0.074 0.770 0.491
O 1.278 0.851 0.019
H -1.333 0.593 -1.884
H -1.833 2.165 -2.047
H -0.057 1.681 -2.036
H -0.342 3.152 1.468
H 0.596 3.388 -0.072
H -1.138 3.940 0.130
H -2.110 1.879 1.646
H -3.037 2.268 0.157
H -3.905 0.123 1.216
H -3.061 -0.154 -0.316
H -2.295 -1.690 1.314
H -1.973 -0.312 2.453
H 1.249 -1.671 1.308
H -0.155 -2.359 1.945
H 0.270 -0.912 2.700
H 0.303 -1.039 -1.236
H -1.505 -1.552 -1.100
H -0.234 -2.394 -0.405
H 1.811 0.831 0.818
```

- Structure (SMILES): CC1(C)CCCC(C)(C)N1O.CC1(C)CCCC(C)(C)N1O.CC1(C)CCCC(C)(C)N1O.CC1(C)CCCC(C)(C)N1O.CC1(C)CCCC(C)(C)N1O.CC1(C)CCCC(C)(C)N1O.CC1(C)CCCC(C)(C)N1O.CC1(C)CCCC(C)(C)N1O.CC1(C)CCCC(C)(C)N1O.CC1(C)CCCC(C)(C)N1O.CC1(C)CCCC(C)(C)N1O
- LUMO: 0.394 eV
- HOMO-LUMO gap: 8.09 eV


Computed, not measured: a structure of composition C32H30BiN5O4PS2, with ωB97M-V/def2-TZVPD.

Structure (XYZ):
```
75
Properties=species:S:1:pos:R:3
Bi -0.838 -0.698 -0.521
N 2.945 1.530 -0.235
P 2.428 -0.075 -0.636
C 2.991 -0.236 -2.363
C 3.686 -1.373 -2.852
C 3.805 -1.545 -4.211
C 3.220 -0.655 -5.107
C 2.531 0.423 -4.627
C 2.452 0.705 -3.234
C 3.674 -0.987 0.290
C 3.234 -1.843 1.271
C 4.188 -2.617 1.943
C 5.541 -2.425 1.730
C 5.978 -1.462 0.812
C 5.030 -0.717 0.098
C 1.994 2.553 -0.079
C 2.297 3.740 0.611
C 1.328 4.736 0.728
C 0.109 4.572 0.087
C -0.113 3.332 -0.511
N 0.807 2.341 -0.624
H 3.737 1.536 0.455
H 4.223 -2.036 -2.160
H 4.383 -2.375 -4.582
H 3.344 -0.773 -6.185
H 2.110 1.129 -5.382
H 2.057 1.634 -2.813
H 2.167 -1.894 1.472
H 3.909 -3.428 2.590
H 6.230 -3.045 2.276
H 7.027 -1.261 0.634
H 5.325 -0.005 -0.683
H 3.303 3.917 1.040
H 1.569 5.629 1.301
H -0.656 5.359 0.062
H -1.094 3.087 -0.923
O -1.168 -0.853 6.754
C -1.835 -1.574 5.987
O -2.708 -2.374 6.298
C -1.555 -1.378 4.560
C -0.436 -0.593 4.202
C -0.152 -0.388 2.899
N -0.972 -0.894 1.900
C -2.003 -1.721 2.222
C -2.309 -1.963 3.583
C -2.803 -2.399 1.187
O -3.703 -3.192 1.478
O -2.465 -2.057 -0.102
H 0.242 -0.107 4.893
H 0.681 0.248 2.624
H -3.186 -2.557 3.763
C -0.210 -4.345 -0.395
S 0.264 -2.978 -1.477
C -0.393 -3.550 -3.082
H -1.252 -4.274 -0.080
H 0.425 -4.285 0.496
H 0.062 -5.280 -0.932
H 0.169 -4.419 -3.401
H -0.186 -2.762 -3.813
H -1.477 -3.723 -3.033
N -7.311 3.915 -1.094
C -6.530 3.664 0.017
S -6.910 4.367 1.450
C -5.378 2.805 -0.165
C -5.139 2.180 -1.396
C -4.000 1.406 -1.552
N -3.035 1.245 -0.623
C -3.329 1.772 0.595
C -4.449 2.558 0.870
H -8.101 4.504 -0.832
H -6.864 4.311 -1.908
H -5.846 2.319 -2.216
H -3.853 0.999 -2.555
H -2.593 1.567 1.378
H -4.613 3.036 1.827
```

- LUMO: -5.012 eV
- Total charge: +1
- HOMO-LUMO gap: 4.45 eV


Computed, not measured: a cluster of 2 separate species, C2H4P2 in total, with ωB97M-V/def2-TZVPD.

Structure (XYZ):
```
8
Properties=species:S:1:pos:R:3
C -0.922 0.641 1.150
C -0.980 -0.381 0.313
P -2.280 0.857 0.146
P 1.348 0.289 -1.098
H -0.260 1.078 1.810
H -0.596 -1.288 0.013
H 1.120 -0.920 -1.638
H 2.570 -0.277 -0.695
```

- LUMO (spin up / spin down): -1.005 / -0.036 eV
- HOMO-LUMO gap (spin up / spin down): 5.90 / 8.24 eV


Relative energy (zero: lowest compared OMol25 entry of this formula, charge and spin) for every record listed, in sequence, given in kcal per mole: 39.6, 171.2, 0.0, 87.2.
DFT total energy for every record listed, in sequence, given in eV: -103159.73276, -144945.37051, -86103.17124, -20711.02099.